Record 1
C5H8O | ωB97M-V with the def2-TZVPD basis set

The geometry in ORCA input format:
```
! wB97M-V def2-TZVPD RIJCOSX def2/J DEFGRID3
* xyz 0 1
C 0.303 -2.434 -0.271
C 0.109 -0.983 0.072
C 0.232 0.062 -0.700
C 0.322 1.186 -1.370
C -0.643 2.016 1.375
O -0.571 1.160 2.225
H -0.621 -2.988 -0.064
H 0.579 -2.591 -1.317
H 1.086 -2.863 0.367
H 1.261 1.734 -1.434
H -0.533 1.598 -1.903
H 0.194 2.708 1.169
H -1.543 2.155 0.747
H -0.175 -0.759 1.103
*
```

Strongest force on any atom   0.7 eV/A
Structure (SMILES)   C=C=CC.C=O
Energy relative to the best compared isomer or geometry (same formula, charge and spin)   264.7 kJ/mol
HOMO-LUMO gap   10.48 eV

Record 2
C5H8O | ωB97M-V with the def2-TZVPD basis set

The geometry in ORCA input format:
```
! wB97M-V def2-TZVPD RIJCOSX def2/J DEFGRID3
* xyz 0 1
C -0.286 0.808 -1.342
C 0.456 -0.342 -0.699
C 1.271 -0.174 0.542
C -0.037 -0.912 0.620
C -1.117 -0.127 1.293
O -2.283 -0.429 1.354
H -0.601 1.544 -0.594
H 0.346 1.320 -2.075
H -1.187 0.445 -1.851
H 0.821 -1.089 -1.403
H 1.231 0.804 1.023
H 2.219 -0.687 0.667
H -0.088 -1.993 0.735
H -0.744 0.831 1.730
*
```

Strongest force on any atom   0.5 eV/A
Structure (SMILES)   C[C@H]1C[C@H]1C=O
Energy relative to the best compared isomer or geometry (same formula, charge and spin)   122.3 kJ/mol
HOMO-LUMO gap   10.88 eV